(1)
The following is a DFT calculation (ωB97M-V/def2-TZVPD) of 2 unconnected molecules or ions with the total composition C6H5F5.

Structure (ORCA input):
```
! RIJCOSX wB97M-V def2-TZVPD def2/J DEFGRID3
* xyz 0 1
C 0.422 0.008 1.151
C 0.308 -0.530 0.098
C 0.558 0.386 2.574
C -0.638 -0.785 -3.097
C -0.023 -1.879 -2.295
C 1.367 -2.327 -2.069
F 0.279 -0.025 -3.790
F -0.924 -2.853 -1.970
F 1.297 -3.379 -1.195
F 1.901 -2.780 -3.271
F 2.202 -1.484 -1.530
H 0.895 1.490 2.596
H -0.541 0.372 2.840
H 1.387 -0.231 3.061
H -1.174 -0.026 -2.445
H -1.304 -1.057 -3.980
*
```

## Properties
Energy: -19882.97781 eV
Gap between HOMO and LUMO (spin up / spin down): 8.7 / 7.2 eV
Energy above the lowest of the compared OMol25 structures with the same formula, charge and spin: 530.8 kJ/mol
Strongest force on any atom: 0.062 Eh/bohr



(2)
The following is a DFT calculation (ωB97M-V/def2-TZVPD) of a molecular structure, C19H14CoF3N4O8S2.

Structure (ORCA input):
```
! RIJCOSX wB97M-V def2-TZVPD def2/J DEFGRID3
* xyz -1 4
Co -1.669 -0.758 -1.171
O -3.391 -2.201 -4.733
C -3.093 -1.788 -3.507
O -1.955 -1.711 -3.102
C -4.323 -1.500 -2.678
O -4.035 -0.718 -1.551
C -4.345 0.679 -1.698
C -3.210 1.443 -2.381
O -3.501 2.373 -3.114
O -2.036 1.017 -2.075
H -2.557 -2.397 -5.191
H -4.693 -2.468 -2.332
H -5.083 -1.044 -3.312
H -4.453 1.060 -0.684
H -5.281 0.811 -2.239
F -4.077 -2.883 3.020
C -2.951 -2.413 3.568
F -3.249 -2.107 4.850
F -2.078 -3.431 3.614
C -2.400 -1.220 2.840
C -2.087 -0.075 3.546
C -1.560 1.034 2.894
C -1.386 0.949 1.531
N -1.683 -0.154 0.844
C -2.154 -1.267 1.452
S -2.346 -2.614 0.393
H -2.257 -0.045 4.613
H -1.298 1.937 3.428
H -0.998 1.780 0.951
O 5.280 4.242 -1.056
S 6.360 3.737 -0.235
O 6.681 4.549 0.922
O 7.505 3.225 -0.970
C 5.692 2.201 0.491
N 6.404 1.625 1.472
C 5.927 0.491 1.954
C 4.759 -0.097 1.492
C 4.099 0.569 0.477
N 4.562 1.712 -0.018
C 2.828 0.075 -0.128
C 2.260 -1.147 0.214
C 1.058 -1.518 -0.347
N 0.398 -0.757 -1.229
C 0.962 0.409 -1.587
C 2.163 0.854 -1.069
H 6.502 0.026 2.749
H 4.394 -1.021 1.921
H 2.735 -1.815 0.919
H 0.582 -2.454 -0.080
H 0.403 1.003 -2.300
H 2.592 1.801 -1.368
*
```

## Properties
Energy: -109725.42401 eV
Gap between HOMO and LUMO (spin up / spin down): 7.1 / 7.0 eV
Energy above the lowest of the compared OMol25 structures with the same formula, charge and spin: 0.0 kJ/mol
Strongest force on any atom: 0.015 Eh/bohr
<S²>: 3.76



(3)
The following is a DFT calculation (ωB97M-V/def2-TZVPD) of 2 unconnected molecules or ions with the total composition C3H11N2O.

Structure (ORCA input):
```
! RIJCOSX wB97M-V def2-TZVPD def2/J DEFGRID3
* xyz 1 1
C -0.748 1.421 1.355
C -0.154 0.581 0.284
C -0.862 -0.227 -0.587
N -2.255 0.018 -0.720
N 1.377 0.451 0.314
H -0.075 2.106 2.003
H -1.053 0.840 2.230
H -1.541 2.099 0.969
H -0.462 -1.051 -1.133
H -2.654 0.821 -0.245
H -2.792 -0.763 -1.012
H 1.738 0.556 1.334
H 1.820 1.164 -0.164
H 1.713 -0.484 -0.039
H 1.692 -2.608 -0.309
H 1.694 -1.927 -1.596
O 2.081 -1.836 -0.689
*
```

## Properties
Energy: -8309.71884 eV
Gap between HOMO and LUMO: 9.2 eV
Energy above the lowest of the compared OMol25 structures with the same formula, charge and spin: 200.1 kJ/mol
Strongest force on any atom: 0.085 Eh/bohr



What is the formula in the second record?
C19H14CoF3N4O8S2